Record 1
C51H36AuN3O2P2S as an isolated structure, computed with ωB97M-V with the def2-TZVPD basis set.

## Properties
LUMO (spin up / spin down)   -5.26 / -8.30 eV
Energy above the lowest of the compared OMol25 structures with the same formula, charge and spin   10.2 kcal/mol
E_HOMO (spin up / spin down)   -13.16 / -13.30 eV
Electronic energy   -3495.74568 hartree
Net charge   +2
Gap between HOMO and LUMO (spin up / spin down)   0.29040 / 0.18388 Eh
Expectation value of S²   2.0204
Spin multiplicity   3

XYZ file:
```
96
Properties=species:S:1:pos:R:3:forces:R:3
Au -0.50531 0.25279 -0.22645 0.01 0.26 0.21
O 0.10324 0.57015 2.00041 -0.21 0.06 -0.21
S 1.56266 0.09813 1.85780 0.33 -0.08 0.10
C 1.77495 -1.13393 3.11105 -0.09 -0.03 0.01
C 3.00121 -1.26633 3.72639 0.08 0.01 -0.05
C 3.24064 -2.19719 4.74983 0.02 0.01 0.03
C 2.19375 -2.96799 5.17214 -0.01 0.00 -0.02
C 2.10565 -3.99629 6.26768 0.00 0.00 0.00
C 0.63739 -4.48785 6.23252 -0.01 0.00 0.01
C 0.01166 -3.75676 5.07549 0.01 0.01 0.00
C -1.24174 -3.83159 4.53998 -0.01 0.00 0.00
C -1.51069 -3.06152 3.39581 0.00 0.00 0.01
C -0.60141 -2.18635 2.82044 0.06 -0.04 0.00
P -1.13072 -1.70822 1.16594 -0.10 -0.31 -0.01
C -2.80228 -1.10500 1.20666 0.03 0.02 -0.03
C -3.25047 -0.38513 2.32423 -0.01 0.00 0.02
C -4.51227 0.17818 2.30919 0.02 0.00 0.01
C -5.32224 0.04489 1.18516 -0.02 0.00 0.00
C -4.87173 -0.64609 0.06549 0.00 -0.01 -0.01
C -3.61071 -1.21299 0.06288 -0.04 0.02 -0.05
C -0.93375 -3.10711 0.06259 -0.05 -0.04 0.08
C -1.97186 -4.01432 -0.16086 -0.03 0.00 -0.02
C -1.74470 -5.12863 -0.95097 0.01 0.00 0.01
C -0.48884 -5.34668 -1.50400 -0.02 -0.02 0.00
C 0.54582 -4.45096 -1.27249 0.02 0.03 0.01
C 0.32654 -3.32643 -0.49359 0.01 -0.01 -0.01
C 0.69090 -2.01497 3.42084 -0.02 0.02 0.00
C 0.95221 -2.86804 4.51022 0.00 0.02 0.00
C 2.52889 1.47221 2.34615 -0.01 0.03 0.03
C 2.76895 1.75828 3.67609 -0.04 -0.02 0.05
C 3.52890 2.86257 4.08130 0.01 0.01 -0.02
C 4.04668 3.67418 3.10497 -0.01 -0.01 0.03
C 4.91751 4.89724 3.20611 0.01 -0.01 0.00
C 5.09972 5.37882 1.74488 0.00 0.01 0.00
C 4.33045 4.38872 0.91415 0.00 0.00 -0.04
C 4.10797 4.31939 -0.43294 0.00 0.02 0.03
C 3.25829 3.30858 -0.90835 0.01 0.04 -0.02
C 2.67024 2.33576 -0.10554 -0.06 0.05 -0.05
P 1.57102 1.25409 -1.06542 0.04 -0.02 -0.10
C 2.50289 -0.12187 -1.72721 0.01 -0.01 -0.03
C 3.83971 -0.30714 -1.37355 0.00 -0.01 0.00
C 4.55197 -1.36614 -1.91623 0.00 0.02 0.02
C 3.93762 -2.22861 -2.81393 0.01 -0.02 -0.01
C 2.60394 -2.04794 -3.16288 -0.02 -0.02 0.01
C 1.87657 -1.00659 -2.61197 0.03 -0.01 -0.01
C 0.87715 2.25427 -2.38156 0.11 0.00 -0.02
C 0.07443 3.33604 -2.00401 -0.08 0.03 0.04
C -0.51266 4.13170 -2.97124 -0.01 -0.04 0.05
C -0.31074 3.84591 -4.31607 0.01 -0.01 -0.04
C 0.48649 2.77235 -4.69435 0.00 0.01 0.00
C 1.08379 1.97180 -3.73212 -0.04 -0.04 -0.01
C 2.95554 2.34440 1.30144 -0.01 0.00 -0.01
C 3.75126 3.41417 1.75142 -0.03 -0.01 -0.01
H 3.81045 -0.60999 3.43003 -0.03 -0.05 0.01
H 4.22255 -2.25877 5.19999 -0.02 0.00 0.00
H 2.37018 -3.56216 7.23204 0.00 0.00 0.00
H 2.80983 -4.80883 6.08527 0.00 0.00 0.00
H 0.11035 -4.25339 7.15834 0.00 0.00 0.00
H 0.56601 -5.56686 6.09589 0.00 0.00 0.00
H -2.00746 -4.48264 4.94051 0.02 0.00 0.00
H -2.48333 -3.18804 2.93328 0.00 0.02 -0.02
H -2.61242 -0.27531 3.19210 0.00 -0.01 0.00
H -4.86812 0.72508 3.17201 0.01 -0.01 -0.01
H -6.30929 0.48911 1.18053 0.02 -0.01 0.00
H -5.50433 -0.74001 -0.80721 0.01 0.00 0.01
H -3.25074 -1.73003 -0.81848 0.00 0.03 0.02
H -2.95001 -3.85489 0.27604 0.03 -0.02 0.00
H -2.54825 -5.82965 -1.13316 0.01 0.01 0.00
H -0.31802 -6.22160 -2.11750 0.00 0.02 0.00
H 1.52411 -4.62447 -1.70109 -0.01 0.00 0.00
H 1.13690 -2.62446 -0.32210 -0.01 0.01 0.00
H 2.36692 1.09439 4.43158 0.01 0.06 -0.02
H 3.69879 3.04675 5.13368 0.00 0.00 -0.01
H 5.87005 4.64692 3.67505 0.00 0.01 0.00
H 4.44951 5.65566 3.83447 0.00 0.00 -0.01
H 6.14842 5.40300 1.44687 0.00 0.00 0.00
H 4.70896 6.38624 1.59674 0.01 0.00 0.00
H 4.52656 5.03512 -1.12796 0.00 -0.01 0.01
H 3.04169 3.31168 -1.96969 0.01 -0.01 0.03
H 4.32715 0.38125 -0.69427 0.00 0.00 0.00
H 5.59125 -1.50742 -1.65068 -0.01 0.00 0.00
H 4.50238 -3.04316 -3.24913 -0.01 0.01 0.01
H 2.12790 -2.71923 -3.86603 0.01 0.01 0.01
H 0.83347 -0.87535 -2.87788 -0.02 -0.02 0.03
H -0.09473 3.55422 -0.95363 0.02 -0.01 -0.02
H -1.14191 4.96212 -2.68023 0.02 -0.01 0.00
H -0.78184 4.45984 -5.07251 0.00 -0.01 0.01
H 0.64860 2.56014 -5.74319 0.00 0.01 0.02
H 1.70934 1.14211 -4.03421 0.00 0.04 0.00
O -1.33839 -0.21700 -2.08066 0.01 0.15 0.08
N -1.94617 0.87295 -2.53595 0.01 -0.13 0.03
C -2.57739 0.69189 -3.64175 -0.02 0.04 -0.04
C -2.60620 -0.59282 -4.28820 0.02 -0.03 -0.07
N -2.58120 -1.63929 -4.76033 -0.02 0.04 0.03
C -3.23507 1.83125 -4.21385 -0.07 0.02 -0.01
N -3.75343 2.75494 -4.65644 0.05 -0.03 -0.01
```
Positions in Å, forces in eV/Å.

---

Record 2
C51H37F6HfN4O5P2S2 as an isolated structure in a non-equilibrium geometry, computed with ωB97M-V with the def2-TZVPD basis set.

## Properties
LUMO   1.44 eV
Energy above the lowest of the compared OMol25 structures with the same formula, charge and spin   37.0 kcal/mol
E_HOMO   -4.93 eV
Electronic energy   -4687.56573 hartree
Net charge   -1
Gap between HOMO and LUMO   0.23413 Eh

XYZ file:
```
108
Properties=species:S:1:pos:R:3:forces:R:3
Hf 2.10598 -0.03381 -0.32371 0.00 -1.08 0.38
O 1.54715 0.04333 -4.52877 -0.13 -0.03 -0.03
C 1.55696 0.33844 -3.35297 -0.09 0.16 0.10
O 1.28590 -0.41259 -2.33285 0.27 0.08 -0.16
C 1.92736 1.75045 -2.91462 -0.14 0.01 0.11
C 2.19065 2.83251 -3.72898 0.02 0.06 -0.02
C 2.48237 4.04908 -3.11837 -0.03 0.00 -0.01
C 2.48201 4.16559 -1.73187 0.04 0.05 -0.08
C 2.21029 3.03290 -0.99183 -0.16 -0.03 -0.05
N 1.95466 1.87444 -1.59215 0.17 0.28 -0.14
C 2.04412 2.93447 0.51873 -0.03 0.01 -0.07
O 2.07869 3.92282 1.21805 0.05 0.04 0.01
O 1.80797 1.71382 0.87310 0.05 0.57 -0.02
H 2.16680 2.70683 -4.80223 -0.01 0.00 0.00
H 2.69522 4.91716 -3.72991 0.01 0.00 0.01
H 2.68308 5.09896 -1.22530 -0.03 -0.01 0.01
C -3.07018 0.66193 -0.93584 0.03 -0.12 0.26
N -3.39811 0.44910 0.47061 -0.01 -0.06 0.00
C -2.43183 -0.00242 1.46845 0.09 -0.10 -0.19
P -0.68480 0.69430 1.32394 -0.38 0.53 0.04
C -0.19760 0.65823 3.08731 0.00 -0.18 -0.03
C 0.54959 1.67936 3.66991 0.07 0.03 -0.03
C 1.08134 1.51862 4.94208 -0.02 -0.01 0.00
C 0.87911 0.34073 5.64711 0.00 0.00 -0.02
C 0.13367 -0.68157 5.07662 -0.02 0.03 -0.01
C -0.39517 -0.52448 3.80403 -0.05 0.03 0.02
C -1.19464 2.45717 1.08846 0.11 -0.03 0.09
C -0.97265 3.07226 -0.14049 0.02 -0.04 -0.05
C -1.28346 4.40946 -0.34422 0.00 -0.02 0.01
C -1.82351 5.15685 0.69106 -0.01 -0.02 0.01
C -2.07777 4.55105 1.91428 0.00 -0.01 0.00
C -1.77012 3.21273 2.10898 -0.04 -0.03 -0.05
C -4.74375 0.40042 0.80924 0.02 0.03 0.04
C -5.70877 1.03403 0.00818 -0.04 -0.02 0.00
C -7.05362 0.97785 0.33482 0.00 -0.02 0.01
C -7.49022 0.30498 1.46732 0.02 0.01 0.00
C -6.54496 -0.31734 2.26928 0.01 0.01 -0.02
C -5.19605 -0.27968 1.95247 -0.03 0.01 -0.02
P -1.53102 -0.22618 -1.48680 -0.39 -0.21 -0.40
C -1.81761 -0.11041 -3.29570 0.18 0.21 0.03
C -1.74318 -1.20982 -4.14537 -0.07 0.00 0.00
C -1.79648 -1.04042 -5.52179 0.03 0.02 0.00
C -1.91887 0.22700 -6.07069 -0.01 0.00 0.01
C -1.98130 1.33285 -5.23455 0.00 -0.03 0.03
C -1.92185 1.16480 -3.85942 -0.02 -0.01 -0.01
C -2.01248 -1.96484 -1.16163 0.05 0.01 0.00
C -0.97995 -2.89465 -1.05163 0.01 0.03 0.00
C -1.25095 -4.23222 -0.79573 -0.02 0.00 0.00
C -2.56240 -4.65316 -0.63891 -0.01 0.03 0.00
C -3.60075 -3.73472 -0.74572 0.02 0.00 0.01
C -3.32926 -2.40072 -1.00961 -0.01 -0.02 0.04
H -2.94024 1.72686 -1.15402 0.03 -0.01 -0.06
H -3.88971 0.30870 -1.56311 -0.06 -0.01 0.06
H -2.36414 -1.09864 1.49599 0.02 -0.01 0.05
H -2.78345 0.33613 2.44248 -0.01 -0.01 0.03
H 0.74821 2.59277 3.12341 0.03 -0.03 -0.02
H 1.67364 2.31573 5.37347 0.00 0.00 0.00
H 1.31355 0.21233 6.63063 0.00 0.00 0.00
H -0.01756 -1.61033 5.61276 0.00 0.00 0.00
H -0.93769 -1.34708 3.35332 0.01 0.00 0.01
H -0.54615 2.49175 -0.95226 0.05 0.01 0.03
H -1.08453 4.86814 -1.30555 0.00 0.00 0.00
H -2.04056 6.20832 0.55056 -0.02 -0.01 -0.01
H -2.50561 5.12704 2.72542 -0.01 -0.01 0.00
H -1.96690 2.75282 3.07009 0.04 0.02 0.02
H -5.40527 1.59588 -0.86365 0.00 0.00 0.00
H -7.76986 1.47446 -0.30870 0.01 0.02 0.01
H -8.54146 0.26905 1.71996 0.00 -0.01 -0.01
H -6.85842 -0.85847 3.15390 0.01 0.01 0.00
H -4.49723 -0.80361 2.58722 -0.01 -0.01 0.00
H -1.63803 -2.20477 -3.73164 0.02 0.00 0.00
H -1.71953 -1.90480 -6.16931 -0.03 0.00 0.01
H -1.95573 0.35431 -7.14513 0.02 0.00 0.00
H -2.05729 2.32887 -5.65346 -0.02 0.00 0.01
H -1.95189 2.04016 -3.21760 0.03 0.00 -0.01
H 0.04922 -2.57364 -1.16841 0.00 -0.01 -0.01
H -0.43328 -4.93558 -0.70381 0.00 0.01 0.00
H -2.77849 -5.69250 -0.42534 0.00 0.00 0.00
H -4.62691 -4.05566 -0.61544 0.00 0.00 -0.01
H -4.15688 -1.70581 -1.07903 0.01 0.01 -0.01
S 1.42715 -1.86305 1.29231 -0.24 0.03 0.24
C 2.76291 -1.91432 2.43859 0.08 -0.06 -0.06
C 2.65110 -2.86213 3.45456 -0.07 0.00 -0.04
C 3.61731 -3.01092 4.43512 -0.04 -0.17 0.18
C 3.44099 -4.00278 5.46228 0.03 0.14 -0.16
N 3.27849 -4.80283 6.27265 -0.01 0.00 0.02
C 4.74677 -2.18251 4.40170 0.19 0.00 0.16
C 4.86846 -1.23797 3.40025 0.01 0.03 -0.07
C 3.89722 -1.07076 2.40275 0.02 -0.02 -0.08
S 4.18088 0.18786 1.23029 0.14 -0.06 0.33
C 5.78760 -2.30519 5.39121 -0.15 0.02 -0.14
N 6.62878 -2.39336 6.16996 0.01 0.01 0.02
H 1.77709 -3.50040 3.47582 0.01 0.00 0.00
H 5.73950 -0.59677 3.38010 0.01 -0.02 0.00
C 3.58334 -2.52157 -3.23883 -0.09 0.02 0.01
C 4.18979 -1.75377 -2.06330 0.34 0.04 0.07
O 3.29533 -1.49201 -1.07378 0.06 0.07 -0.39
C 5.30737 -2.64043 -1.44821 -0.04 -0.03 0.03
F 5.98174 -2.03862 -0.46660 -0.05 -0.07 -0.06
F 6.20656 -3.03634 -2.38111 -0.05 0.01 0.09
F 4.75878 -3.75501 -0.93680 0.09 0.08 -0.05
C 4.83791 -0.40773 -2.58096 -0.04 0.01 0.16
F 4.50328 -0.12741 -3.84895 0.02 0.01 0.06
F 4.37861 0.64529 -1.83808 0.16 -0.11 -0.21
F 6.17142 -0.35975 -2.51179 -0.07 0.01 -0.04
H 3.20683 -3.46882 -2.85709 0.01 0.00 0.00
H 4.32288 -2.70676 -4.01676 0.00 -0.04 0.00
H 2.75452 -1.95984 -3.66046 0.00 0.01 0.00
```
Positions in Å, forces in eV/Å.

---

Q: Among the records above, which one has the highest energy above the lowest of the compared OMol25 structures with the same formula, charge and spin?
A: C51H37F6HfN4O5P2S2